# 1
80
Properties=species:S:1:pos:R:3:lowdin_spin:R:1 method="wB97M-V/def2-TZVPD" multiplicity=2 e_lumo_ev="-0.51 / -6.38" s_squared=0.753
O -1.1053 -0.0766 0.8042 0.0003
C -0.2527 0.9457 0.5864 0.0003
O 0.9334 0.7528 0.7862 0.0005
O -0.7103 2.1175 0.2625 0.0073
H -0.2363 -0.4538 0.9598 0.0000
C 0.4630 4.7368 2.2796 0.0000
O 0.9497 5.5242 3.1560 0.0000
N 1.1384 4.2608 1.3321 0.0000
N -0.7035 4.1589 2.3361 0.0000
H 0.7511 3.4759 0.8282 -0.0001
H 2.1161 4.4545 1.1688 0.0000
H -1.3513 4.2473 3.1059 0.0000
H -0.7734 3.5438 1.5380 0.0000
C 3.5631 2.0067 -1.0628 0.0000
O 3.0995 1.1761 -1.8223 0.0004
N 3.1362 2.2242 0.1166 0.0000
N 4.7597 2.6118 -1.1122 0.0001
H 3.6271 2.9435 0.6282 0.0000
H 2.3523 1.7833 0.5762 0.0000
H 5.4171 2.3736 -1.8411 0.0000
H 5.0056 3.2477 -0.3670 0.0000
C -0.7838 2.4256 -3.4115 0.0974
O -0.5364 2.6025 -4.5820 0.7991
N -1.9790 2.0560 -3.0544 0.0439
N -0.0292 2.7863 -2.4274 0.0372
H -2.6510 1.9701 -3.8035 0.0004
H -2.1500 1.9746 -2.0623 0.0065
H 0.9246 3.1004 -2.5349 -0.0002
H -0.2900 2.6078 -1.4681 0.0050
C -4.0605 2.3831 1.7587 0.0000
O -5.0151 2.8195 2.3837 0.0002
N -3.3444 3.0248 0.8882 0.0006
N -3.4884 1.1995 1.8407 0.0000
H -2.5170 2.5705 0.5289 -0.0001
H -3.5891 4.0032 0.8325 0.0000
H -2.5720 0.9919 1.4702 0.0000
H -3.9323 0.5396 2.4632 0.0000
C 6.2435 -4.1673 -1.0835 0.0000
C 5.7820 -4.5596 0.3022 0.0000
C 4.3842 -4.0850 0.6850 0.0000
O 4.4526 -2.7274 0.4487 0.0000
C 3.2159 -2.0961 0.6555 0.0000
N 5.9477 -6.0027 0.3803 0.0000
H 5.8198 -4.8238 -1.8434 0.0000
H 7.3092 -4.0097 -1.2498 0.0000
H 5.7803 -3.2280 -1.3857 0.0000
H 6.5242 -4.2228 1.0259 0.0000
H 4.2434 -4.3738 1.7265 0.0000
H 3.7327 -4.6065 -0.0161 0.0000
H 3.1372 -1.0339 0.4236 0.0000
H 2.6208 -2.2587 1.5541 0.0000
H 2.5738 -2.4934 -0.1306 0.0000
H 5.1180 -6.4167 -0.0199 0.0000
H 6.6763 -6.3707 -0.2145 0.0000
C -3.9765 -3.4548 -2.3879 0.0000
C -3.7701 -1.9820 -2.4853 0.0001
C -4.9084 -1.1937 -1.8795 0.0001
O -4.4627 0.0691 -1.9977 0.0006
C -5.4842 0.9591 -1.9380 0.0001
N -2.5338 -1.6930 -1.7647 0.0001
H -3.4276 -4.1041 -3.0699 0.0000
H -5.0398 -3.4729 -2.6267 0.0000
H -3.8582 -3.7614 -1.3486 0.0000
H -3.7071 -1.6330 -3.5160 0.0000
H -5.1342 -1.4216 -0.8378 0.0000
H -5.7353 -1.3206 -2.5783 0.0000
H -5.9819 1.0812 -2.9001 0.0000
H -5.0564 1.8781 -1.5375 0.0000
H -6.2200 0.7445 -1.1630 0.0000
H -2.3873 -2.2221 -0.9170 0.0000
H -2.6039 -0.7668 -1.3681 0.0001
O 0.9959 -0.4120 3.8747 0.0000
H 0.2317 0.1526 3.7588 0.0000
H 1.7444 0.1812 3.8112 0.0000
O -1.6014 -3.3715 1.9813 0.0000
H -0.8955 -2.7319 2.0747 0.0000
H -2.2114 -3.1607 2.6882 0.0000
O -1.0837 1.6567 4.0357 0.0000
H -1.5219 2.3015 4.5911 0.0000
H -1.0981 2.0443 3.1606 0.0000

---

# 2
25
Properties=species:S:1:pos:R:3:nbo_charge:R:1 method="wB97M-V/def2-TZVPD" smiles="O=S(=O)(P)N1CCC[C@@H](CI)C1" de_lowest_ev=1.014 e_lumo_ev=-0.31
O 0.2083 2.7456 1.6241 -0.9237
S 1.1819 1.6906 1.6990 1.8957
O 2.5861 2.0043 1.5992 -0.9073
P 0.6522 0.2706 3.3403 0.1101
N 0.7173 0.9171 -0.0989 -0.4895
C 1.6845 -0.0486 -0.4680 -0.2640
C 1.1461 -0.6256 -1.8552 -0.3833
C -0.2733 -1.2206 -1.6415 -0.4087
C -1.1933 -0.2207 -1.0031 -0.2382
C -2.6160 -0.9235 -0.8691 -0.4538
I -3.8865 0.3067 0.3086 0.0654
C -0.5961 0.3992 0.2322 -0.2945
H 0.6093 1.2876 4.3180 0.0269
H 1.9922 -0.0205 3.6477 0.0121
H 1.9719 -0.8365 0.2281 0.1733
H 2.6578 0.4335 -0.5645 0.2211
H 1.7819 -1.3373 -2.2525 0.2095
H 1.0330 0.2384 -2.6068 0.2100
H -0.5486 -1.6436 -2.6055 0.2230
H -0.3073 -1.9531 -0.8134 0.1901
H -1.5557 0.5163 -1.6641 0.2064
H -2.4828 -1.8078 -0.4099 0.1925
H -2.9814 -1.0347 -1.8144 0.2089
H -1.1017 1.1949 0.6662 0.2467
H -0.6798 -0.3324 1.0036 0.1711

---

# 3
13
Properties=species:S:1:pos:R:3:nbo_charge:R:1 method="wB97M-V/def2-TZVPD" charge=-1 smiles="O=C([O-])N1C=CC=C2N=C21" de_lowest_ev=0.000 e_lumo_ev=3.92
O 2.0709 -2.1891 -0.0295 -0.7253
C 2.2567 -0.9958 -0.0289 0.9186
O 3.1955 -0.2419 0.0057 -0.7106
N 0.8579 -0.1883 -0.0930 -0.5000
C -0.3584 -0.9205 -0.1245 -0.0288
C -1.5740 -0.3624 -0.0052 -0.2648
C -1.7555 1.0812 0.1578 -0.4290
C -0.5978 1.7399 0.1227 0.1401
N 0.6361 2.4306 0.0518 -0.4596
C 0.6538 1.0995 -0.0089 0.4454
H -0.1956 -1.9757 -0.2697 0.2273
H -2.4521 -0.9888 -0.0514 0.1968
H -2.7375 1.5114 0.2729 0.1902

---

# 4
12
Properties=species:S:1:pos:R:3:nbo_charge:R:1 method="wB97M-V/def2-TZVPD" charge=+1 smiles=N[C@]1([NH3+])CO1 de_lowest_ev=2.394 e_lumo_ev=-3.73
N 1.2633 -0.8789 0.1971 -0.8417
C 0.0768 -0.1541 0.2173 0.5228
N -0.2137 0.2911 -1.3198 -0.7220
C -0.5177 0.6623 1.2480 -0.1208
O -1.1089 -0.5952 0.7649 -0.4555
H 1.3769 -1.7056 -0.3514 0.4092
H 1.5615 -1.0454 1.1458 0.4142
H -0.4438 1.2835 -1.4141 0.4407
H -1.0663 -0.0821 -1.6602 0.4455
H 0.5858 0.1344 -1.9291 0.4522
H -0.3459 0.6351 2.3002 0.2515
H -1.1680 1.4549 0.8014 0.2038

---

# 5
8
Properties=species:S:1:pos:R:3:nbo_charge:R:1 method="wB97M-V/def2-TZVPD" smiles="[H]/N=C/CI" de_lowest_ev=2.063 e_lumo_ev=0.25
H -2.1145 -0.3365 -0.2086 0.3773
N -1.1575 -0.0379 -0.2062 -0.6469
C -0.1777 -0.8362 -0.2811 0.1961
C 1.3653 -0.1498 0.5394 -0.5461
I 2.7276 0.4936 -1.1064 0.0173
H 0.2714 -1.7045 -0.8168 0.1879
H 1.8761 -0.8623 1.0780 0.1859
H 1.0633 0.7717 1.1568 0.2285

---

# 6
12
Properties=species:S:1:pos:R:3:nbo_charge:R:1 method="wB97M-V/def2-TZVPD" de_lowest_ev=5.766 e_lumo_ev=-2.01
C 2.1878 -1.2763 0.1103 -0.8766
C 0.0808 0.5124 -0.1193 0.1739
C -2.0717 0.0780 0.0783 -0.0863
C -1.7174 1.6010 0.0299 0.0715
H 2.4319 -1.9827 -1.0620 0.2692
H 3.2954 -1.2128 0.9046 0.2705
H 0.9394 -1.4730 0.8602 0.3029
H -2.3179 2.6139 -0.1796 0.2393
N -0.7091 -0.4420 -0.1412 -0.5397
N -0.4018 1.8401 0.0199 -0.4296
S 1.7211 0.4128 -0.3120 0.3963
S -3.4385 -0.6713 -0.1892 0.2086

---

# 7
83
Properties=species:S:1:pos:R:3:lowdin_spin:R:1 method="wB97M-V/def2-TZVPD" multiplicity=2 de_lowest_ev=0.921 e_lumo_ev="-1.22 / -1.28" s_squared=0.774
Hf -0.0285 -0.6530 0.1429 0.0599
C -2.9998 -5.0089 -2.4115 0.0011
C -2.0790 -5.2100 -1.3983 0.0000
C -1.7004 -4.1714 -0.5687 0.0010
C -2.2239 -2.8952 -0.7720 0.0009
C -3.1430 -2.6956 -1.8076 0.0013
C -3.5356 -3.7480 -2.6094 0.0001
N -1.8725 -1.8059 0.0510 0.0266
C -2.9079 -1.1871 0.6650 0.0628
C -4.1661 -1.7798 0.9108 0.0010
C -5.1459 -1.0980 1.5862 0.0719
C -4.9302 0.1999 2.0643 0.0058
C -3.7325 0.8243 1.8293 0.0534
C -2.7193 0.1598 1.1125 0.0017
N -1.5621 0.7198 0.7042 0.2517
N -1.3471 2.0006 0.9416 0.1760
C -0.2345 2.4756 0.3616 0.0335
C 0.0560 3.8544 0.4659 0.0403
C 1.1119 4.3644 -0.2390 0.0198
C 1.8817 3.5040 -1.0308 0.0614
C 1.5545 2.1650 -1.0587 0.0080
N 0.5462 1.6354 -0.3706 0.0644
H -3.3012 -5.8304 -3.0433 0.0001
H -1.6510 -6.1882 -1.2431 0.0000
H -1.0039 -4.3383 0.2413 0.0001
H -3.5376 -1.7003 -1.9629 0.0001
H -4.2729 -3.5859 -3.3835 0.0000
H -4.3405 -2.7886 0.5683 -0.0018
H -6.1071 -1.5650 1.7425 0.0045
H -5.7131 0.7037 2.6104 -0.0013
H -3.5287 1.8279 2.1668 0.0041
H -0.5911 4.4623 1.0759 0.0008
H 1.3364 5.4196 -0.2020 -0.0002
H 2.7157 3.8650 -1.6125 0.0035
H 2.1200 1.4765 -1.6770 -0.0004
Cl 5.9016 3.0937 2.5976 0.0001
C 4.7342 2.0583 1.8563 0.0000
C 5.0056 1.5049 0.6034 -0.0008
C 4.0835 0.6493 0.0402 0.0014
Cl 4.4020 -0.0329 -1.5142 0.0001
C 2.8540 0.3142 0.6551 0.0016
O 2.0438 -0.5369 0.0999 0.0090
C 2.5755 0.9632 1.9032 0.0007
C 1.3196 0.7992 2.5405 0.0064
O 0.3618 0.0750 2.1463 0.0096
C 3.5445 1.8071 2.4886 -0.0010
H 5.9173 1.7365 0.0773 0.0000
H 1.1817 1.3547 3.4771 0.0006
H 3.3308 2.2628 3.4430 0.0000
C 3.0480 -3.6613 -4.2182 0.0001
C 3.1291 -2.3172 -3.5182 0.0003
O 1.9074 -1.5780 -3.5628 0.0009
P 0.6216 -2.0199 -2.6879 0.0030
S -0.4427 -0.3300 -2.4668 0.0082
S 1.1768 -3.0568 -1.0965 0.0038
O -0.1703 -3.0359 -3.6605 0.0012
C -0.4136 -2.7090 -5.0319 0.0001
C -1.7693 -2.0588 -5.2385 0.0000
H 4.0076 -4.1637 -4.1235 0.0000
H 2.8048 -3.5487 -5.2707 0.0000
H 2.2851 -4.2702 -3.7403 0.0001
H 3.8673 -1.6620 -3.9882 0.0000
H 3.3932 -2.4825 -2.4687 0.0000
H -0.3577 -3.6610 -5.5686 0.0000
H 0.3839 -2.0499 -5.3905 0.0000
H -2.5589 -2.7562 -4.9771 0.0000
H -1.8722 -1.7659 -6.2805 0.0000
H -1.8535 -1.1758 -4.6108 0.0000
C 3.4461 -2.5210 3.6706 0.0000
C 2.0211 -2.5642 3.2560 0.0002
C 0.8466 -2.6539 3.9781 0.0003
C -0.1883 -2.5736 3.0373 0.0003
N 0.3193 -2.4457 1.8100 0.0008
N 1.6546 -2.4550 1.9690 0.0005
C -1.6467 -2.6319 3.3086 0.0005
H 3.6240 -3.2083 4.4951 0.0000
H 3.7120 -1.5153 4.0002 0.0000
H 4.0870 -2.7822 2.8311 0.0000
H 0.7341 -2.7583 5.0375 0.0000
H 2.2514 -2.4213 1.1490 0.0000
H -1.8311 -3.1503 4.2449 0.0000
H -2.1576 -3.1462 2.5000 -0.0001
H -2.0545 -1.6245 3.3841 0.0002